(1)
14
Properties=species:S:1:pos:R:3 method="wB97M-V/def2-TZVPD" e_above_lowest_kj_mol=592.0 e_lumo_ev="-0.3 / -0.5" homo_ev="-8.6901 / -7.9451"
C -1.420 1.189 -0.743
C -1.275 2.508 -0.328
C 1.205 0.284 -0.399
C 0.197 -0.400 0.484
C -0.281 0.468 -0.709
C 0.052 -1.901 0.565
H -2.346 0.645 -0.807
H -0.199 2.970 -0.374
H 1.548 1.165 0.076
H 1.856 -0.169 -1.130
H 0.276 0.040 1.511
H 0.032 -2.275 -0.428
H -0.603 -2.288 1.224
H 0.957 -2.235 1.058

***

(2)
34
Properties=species:S:1:pos:R:3 method="wB97M-V/def2-TZVPD" e_above_lowest_kj_mol=0.0 spin_multiplicity=4 e_lumo_ev="0.1 / 0.1" homo_ev="-7.8617 / -10.6424"
V -0.163 0.198 -0.200
N 2.579 -0.980 2.816
C 1.701 0.266 2.835
C 2.044 1.085 4.071
P -0.002 -0.511 2.968
O -0.904 0.675 3.532
O 0.227 -1.580 3.966
O -0.439 -0.835 1.561
P 1.932 1.085 1.222
O 3.210 1.997 1.489
O 0.689 1.877 0.894
O 2.151 -0.033 0.234
H 2.091 -1.673 3.418
H 3.511 -0.779 3.175
H 2.651 -1.319 1.846
H 1.809 0.531 4.981
H 1.451 1.998 4.071
H 3.098 1.369 4.073
H -1.421 1.075 2.813
H 3.473 2.535 0.730
F 1.206 -1.388 -2.483
B -0.002 -0.790 -2.671
F -0.919 -1.230 -1.612
F 0.113 0.643 -2.310
F -0.551 -0.934 -3.899
N -4.255 3.065 1.633
N -3.402 2.489 0.687
N -3.528 2.734 -0.593
C -2.624 1.902 -1.099
N -1.988 1.224 -0.142
N -2.513 1.611 1.012
H -4.374 4.032 1.344
H -3.748 3.044 2.514
H -2.398 1.796 -2.146